No. 1
Computed, not measured: a structure of composition C31H38BClMnN15O2, with ωB97M-V/def2-TZVPD.

As for the HOMO energy (spin up / spin down): -8.63 / -8.65 eV. Its spin multiplicity is 5. As for the orbital gap (spin up / spin down): 0.2610 / 0.3041 Eh.

CARTESIAN COORDINATES (ANGSTROEM)
Mn1 0.53173 0.16280 0.03748
C1 -2.56373 1.88789 -1.65862
C2 -2.73522 0.75505 -0.69980
C3 -3.94849 0.10910 -0.42317
C4 -3.64018 -0.85745 0.50304
N1 -2.32275 -0.79131 0.75487
N2 -1.76019 0.20194 0.02650
B1 -1.56409 -1.71634 1.73595
N3 -0.60765 -0.88917 2.62892
C5 -0.43560 -1.03481 3.94744
C6 0.35366 -0.00262 4.39659
C7 0.64984 0.75863 3.26287
C8 1.40028 2.04872 3.28468
N4 0.08922 0.19022 2.18344
N5 -0.72632 -2.69898 0.91144
C9 -0.47776 -4.00597 1.09914
C10 0.19506 -4.46837 -0.00610
C11 0.33494 -3.34671 -0.83807
C12 0.89353 -3.37064 -2.22258
N6 -0.19780 -2.27344 -0.25473
N7 -2.61665 -2.41012 2.59338
C13 -3.22736 -3.61241 2.45282
C14 -4.30074 -3.64353 3.30497
C15 -4.29018 -2.38089 3.93773
C16 -5.25236 -1.84084 4.94469
N8 -3.28366 -1.64918 3.49545
H1 -3.44416 1.94820 -2.29690
H2 -1.67613 1.74342 -2.26896
H3 -2.46746 2.83586 -1.13053
H4 -4.91315 0.32676 -0.84869
H5 -4.27627 -1.58210 0.98335
H6 -0.89317 -1.84137 4.48994
H7 0.66793 0.19163 5.40765
H8 1.16957 2.57250 4.21262
H9 1.13158 2.67966 2.44278
H10 2.47445 1.87642 3.24386
H11 -0.79006 -4.51474 1.99608
H12 0.53152 -5.47339 -0.19788
H13 0.59311 -4.29704 -2.71036
H14 1.98422 -3.33965 -2.21140
H15 0.51983 -2.53266 -2.80869
H16 -2.87536 -4.34993 1.75022
H17 -4.99148 -4.45532 3.46230
H18 -5.75414 -2.64943 5.47358
H19 -6.01317 -1.23053 4.45518
H20 -4.72870 -1.21050 5.66186
C17 4.47532 -1.21057 -1.76675
C18 3.03907 -1.06183 -1.38172
N9 2.54038 -1.36517 -0.24515
O1 3.44292 -1.79105 0.72273
C19 2.09052 -0.45401 -2.30017
C20 2.33290 -0.32017 -3.76703
N10 0.99287 0.00852 -1.76162
O2 0.03961 0.52387 -2.40661
H21 5.00096 -1.80250 -1.02394
H22 4.93551 -0.22053 -1.82036
H23 4.56630 -1.68267 -2.74496
H24 3.73847 -0.95785 1.12978
H25 3.19764 0.32190 -3.94963
H26 1.45742 0.12966 -4.22804
H27 2.52456 -1.29052 -4.22746
Cl1 2.59188 1.23040 0.60005
C21 1.82230 3.32532 -1.97011
C22 0.79291 3.53122 -0.91541
N11 0.14668 2.60865 -0.24696
C23 -0.66987 3.26157 0.64813
C24 -0.51365 4.60248 0.51940
N12 0.41288 4.77086 -0.48852
C25 0.82992 6.03377 -1.02200
N13 -0.21022 6.64304 -1.81839
N14 -0.40322 7.97959 -1.72339
N15 -1.30205 8.33870 -2.54934
C26 -1.74932 7.23030 -3.23109
C27 -2.71319 7.10401 -4.23297
C28 -2.94628 5.84053 -4.72440
C29 -2.25772 4.71993 -4.22563
C30 -1.30060 4.82469 -3.24095
C31 -1.04222 6.11140 -2.76206
H28 1.86706 2.27307 -2.22508
H29 2.80541 3.62138 -1.59945
H30 1.59105 3.89211 -2.87435
H31 -1.30813 2.71504 1.32406
H32 -0.96319 5.44365 1.01968
H33 1.73065 5.88346 -1.61559
H34 1.04477 6.73810 -0.22089
H35 -3.24895 7.97199 -4.59182
H36 -3.67637 5.69490 -5.50961
H37 -2.49618 3.73992 -4.61862
H38 -0.80595 3.94346 -2.85579

Cartesian forces, eV/Å:
Mn -0.6121 0.3332 1.9546
C 0.0744 -0.0532 0.0573
C -0.1130 -0.0822 -0.0267
C 0.0321 0.0139 0.0004
C -0.0239 0.0093 -0.1118
N -0.2438 0.1192 0.2548
N 0.4913 -0.0683 -0.2186
B 0.1246 0.3132 -0.1758
N -0.1758 -0.1622 0.2980
C 0.0715 0.1134 -0.0304
C 0.0474 -0.0121 -0.0149
C -0.0089 -0.0574 0.1211
C 0.0113 -0.0261 -0.0679
N 0.0006 0.0552 -0.3183
N -0.0553 -0.2855 0.1386
C 0.1321 0.0027 0.0135
C 0.0325 -0.0149 0.0023
C -0.1042 -0.1784 0.0561
C 0.0411 0.1709 0.0778
N -0.1304 0.0389 -0.2647
N 0.1624 -0.1281 0.0505
C -0.0206 -0.0766 -0.1107
C -0.0471 -0.0042 0.0151
C 0.0386 -0.0638 -0.0896
C 0.0629 0.0486 -0.0569
N -0.0233 0.0645 0.1573
H -0.0116 -0.0068 -0.0182
H -0.0756 0.0567 0.0215
H -0.0253 0.0495 -0.0136
H 0.0115 0.0137 0.0035
H 0.0600 0.0148 0.0605
H -0.1296 -0.0025 -0.0442
H -0.0259 0.0294 -0.0078
H -0.0385 -0.0171 0.0178
H 0.0553 0.0178 0.0336
H -0.0052 0.0414 -0.0069
H 0.0529 0.0350 -0.0421
H -0.0225 0.0102 -0.0145
H -0.0082 0.0117 -0.0373
H 0.0187 -0.0109 -0.0357
H -0.0146 -0.0160 -0.0220
H -0.0819 0.0706 0.0399
H 0.0160 0.0076 -0.0256
H 0.0022 0.0091 0.0330
H -0.0251 -0.0054 0.0310
H -0.0391 -0.0047 0.0248
C -0.0527 0.0409 0.0575
C 0.3351 -0.3111 0.2866
N -0.4023 0.0259 -0.1883
O 0.3066 -0.1377 0.0210
C -0.3364 0.1293 0.1320
C -0.1303 0.0258 0.0972
N 0.6898 0.0318 -2.0963
O 0.0624 -0.1573 -0.0547
H 0.0000 -0.0037 -0.0290
H 0.0107 -0.0099 -0.0271
H -0.0011 0.0333 -0.0261
H -0.1508 0.0775 0.0778
H 0.0316 -0.0404 -0.0165
H 0.0170 -0.0255 -0.0502
H 0.0155 -0.0140 -0.0055
Cl 0.4075 0.1791 -0.0525
C 0.0081 -0.0153 0.0424
C -0.0806 0.0602 -0.0310
N -0.1851 -0.2700 0.1054
C -0.0216 0.0612 0.0849
C -0.1290 -0.0266 -0.0199
N 0.0871 -0.0635 0.1470
C 0.0694 0.0480 -0.0369
N -0.0990 -0.0409 -0.0354
N 0.0647 -0.1366 0.0166
N -0.1688 0.2628 -0.0812
C 0.3104 -0.3658 0.1349
C -0.0419 -0.0038 -0.0070
C -0.0791 0.1328 -0.0705
C 0.0936 -0.0689 0.1005
C 0.0147 -0.1743 -0.0372
C -0.1788 0.4017 -0.0610
H -0.0286 -0.0148 0.0092
H 0.0123 0.0117 -0.0363
H 0.0227 0.0041 0.0068
H 0.0197 -0.0141 -0.0192
H -0.0146 -0.0380 -0.0103
H 0.0007 -0.0180 0.0071
H 0.0497 0.0074 -0.0142
H 0.0019 -0.0088 -0.0218
H -0.0226 0.0170 0.0297
H 0.0197 0.0008 -0.0085
H -0.0055 0.0336 -0.0287

***

No. 2
Computed, not measured: a structure of composition C31H38F6N4OP2Pb, with ωB97M-V/def2-TZVPD.

As for the HOMO energy (spin up / spin down): -12.25 / -12.25 eV. The total charge is +2. Its spin multiplicity is 1. As for the orbital gap (spin up / spin down): 0.0915 / 0.1096 Eh.

CARTESIAN COORDINATES (ANGSTROEM)
Pb1 2.88631 0.17738 0.27496
C1 -0.01391 -3.60002 4.13405
C2 0.21298 -3.46736 2.82212
C3 -0.51556 -2.62310 1.80774
C4 -0.15191 -1.12504 1.89266
C5 -0.80908 -0.30709 2.98466
C6 -1.50493 -0.73360 4.04469
C7 -2.08835 -2.08118 4.32241
C8 -1.08869 -3.03660 5.00813
C9 3.05571 1.11522 2.33122
H1 0.65767 -4.27992 4.67092
H2 1.09762 -3.96989 2.39816
H3 -1.60935 -2.74195 1.84853
H4 -0.16932 -2.98458 0.81824
H5 0.95772 -1.07814 1.93170
H6 -0.43783 -0.61972 0.95060
H7 -0.62177 0.77673 2.88040
H8 -1.82618 0.01581 4.77720
H9 -2.50837 -2.54836 3.42081
H10 -2.91995 -1.91982 5.03498
H11 -0.62895 -2.53773 5.88359
H12 -1.67078 -3.87581 5.41777
H13 3.94119 0.91469 2.92460
H14 2.26720 0.51846 2.80580
H15 2.79902 2.17536 2.39003
P1 -0.82191 2.61073 -1.35605
P2 0.02749 -0.15987 -3.31299
N1 -2.18681 2.77799 -0.27998
N2 -0.92229 4.39000 -1.88979
N3 -1.33024 -1.18754 -2.88698
N4 0.22579 -0.78248 -5.03487
C10 -1.81545 1.95340 -2.79031
C11 -0.97961 1.29815 -3.89834
C12 -2.05431 3.22315 1.05180
C13 -3.29196 3.69031 1.48965
C14 -4.21764 3.55043 0.39839
C15 -3.52422 2.97564 -0.66516
C16 0.14836 5.28572 -1.82998
C17 -0.14164 6.41384 -2.60552
C18 -1.46011 6.22825 -3.13671
C19 -1.93030 5.00930 -2.63629
C20 -1.42656 -1.85866 -1.65131
C21 -2.76160 -2.15763 -1.39535
C22 -3.52538 -1.74310 -2.55333
C23 -2.61968 -1.16934 -3.44354
C24 -0.55421 -1.43588 -5.98888
C25 0.22912 -1.74846 -7.10197
C26 1.52627 -1.18610 -6.86505
C27 1.48108 -0.55862 -5.62773
H16 -2.42053 2.73775 -3.26710
H17 -2.51463 1.21149 -2.38832
H18 -1.63017 1.01315 -4.74103
H19 -0.25407 2.01515 -4.31472
H20 -1.09935 3.14042 1.55570
H21 -3.51328 4.10264 2.46343
H22 -5.25396 3.85418 0.37308
H23 -3.88319 2.66380 -1.63281
H24 1.01962 5.05227 -1.23854
H25 0.50303 7.26893 -2.78111
H26 -1.99979 6.89099 -3.80519
H27 -2.89499 4.55782 -2.76233
H28 -0.51767 -2.13527 -1.09469
H29 -3.16190 -2.61695 -0.49326
H30 -4.59176 -1.86035 -2.71405
H31 -2.80000 -0.78742 -4.44049
H32 -1.60898 -1.60962 -5.83698
H33 -0.07276 -2.32825 -7.97327
H34 2.39971 -1.25051 -7.51494
H35 2.20919 0.04429 -5.10611
C28 3.60043 -1.69491 4.06140
C29 4.34369 -1.85394 2.75132
O1 3.73531 -1.42670 1.60208
C30 5.80164 -1.25527 2.98798
F1 6.40452 -1.73628 4.12770
F2 6.64481 -1.47998 1.95266
F3 5.77258 0.10434 3.15923
C31 4.51800 -3.42676 2.56403
F4 5.31243 -3.99931 3.53146
F5 3.27226 -4.00677 2.68729
F6 5.00680 -3.77054 1.35119
H36 3.37753 -0.63765 4.26033
H37 4.24819 -2.08657 4.86648
H38 2.66263 -2.27712 4.04395

Cartesian forces, eV/Å:
Pb 0.3230 -0.9064 0.0468
C 0.3832 -0.3830 -0.2087
C 0.4071 0.0202 0.3105
C 0.0604 0.0840 -0.5500
C -0.6866 0.0678 -0.5017
C 0.7789 0.0962 0.4041
C -0.4035 0.8019 -0.5367
C -0.0350 -0.4463 0.6516
C -0.4730 0.0632 -0.0068
C -0.5421 0.0030 1.8474
H -0.0725 0.2389 -0.1738
H -0.6521 0.0839 0.3926
H 0.5528 0.0351 -0.2281
H -0.3969 0.1483 0.4231
H -0.1411 0.1190 0.3311
H 0.0266 -0.2571 -0.0549
H -0.0086 -0.4990 0.3121
H 0.2255 -0.0152 -0.3842
H 0.0682 0.1808 0.5166
H 0.3089 -0.1821 -0.4571
H -0.1654 -0.1907 -0.3587
H 0.2328 0.0978 -0.0177
H 0.2110 0.1440 -0.5554
H -0.1574 0.2510 -0.1493
H 0.0253 -0.0014 -0.7072
P -2.7044 1.3938 0.1288
P -2.0899 -1.6611 -3.3016
N 0.2240 -0.2896 0.4750
N 0.9826 0.5779 -0.3505
N -0.2781 -0.2367 0.4883
N 1.4212 1.0622 0.4871
C 0.3980 -0.2606 -0.4427
C 0.3538 0.4699 0.3216
C -1.2455 0.2111 -0.2579
C 0.9862 -0.3731 -0.9168
C 1.3085 -0.5514 -0.7650
C -0.2753 0.6912 1.1902
C -1.4971 -1.5652 -0.0957
C -2.2461 0.6696 -1.4041
C 2.2868 1.0232 0.6732
C 1.3304 -0.7329 0.6783
C -0.6957 0.2018 0.2318
C 0.7612 0.3195 -0.6923
C 1.5813 0.4665 -0.1692
C -0.5885 -0.3048 0.9390
C 0.3534 -0.4603 -0.4095
C -0.0965 0.6154 1.2044
C -0.1815 0.3881 0.7012
C -0.4045 -0.9492 -0.4527
H 0.1984 -0.2629 0.3784
H 0.1394 0.0046 0.0955
H 0.3210 -0.0478 0.4188
H -0.0920 -0.1360 0.0377
H -0.1833 0.0720 -0.0377
H 0.0814 -0.1137 -0.0749
H 0.0621 -0.1815 0.0959
H -0.0353 0.0576 0.1842
H 0.0674 -0.0064 -0.0754
H -0.1252 -0.2220 0.1246
H 0.0988 -0.0769 0.2747
H -0.1398 -0.0493 0.0117
H -0.6636 0.4082 -0.3532
H 0.2454 -0.0203 -0.3961
H 0.2946 -0.0161 0.0078
H 0.0198 0.0402 0.3488
H 0.2816 -0.2784 0.0789
H -0.0388 0.3346 0.3626
H -0.4207 0.1380 0.2329
H 0.1792 -0.2418 -0.0088
C -0.8986 0.1591 0.5883
C 1.9063 -1.2576 0.6736
O -0.1467 1.1271 -0.0662
C 1.6463 0.2401 0.3346
F -1.0685 0.4528 -1.6442
F -0.9498 -0.0049 0.6891
F -0.3420 -0.9086 -0.2540
C -0.1070 -1.9522 0.3019
F -1.1909 1.1012 -1.5182
F 1.6151 0.6614 -0.3242
F -0.4234 0.5791 1.2048
H 0.1417 -0.4897 0.0806
H -0.3891 0.2311 -0.3768
H 0.3626 0.4001 -0.0019

***

No. 3
Computed, not measured: a structure of composition C31H38IrNO2, with ωB97M-V/def2-TZVPD.

As for the HOMO energy (spin up / spin down): -8.71 / -10.80 eV. The total charge is +1. Its spin multiplicity is 6. As for the orbital gap (spin up / spin down): 0.2494 / 0.1745 Eh.

CARTESIAN COORDINATES (ANGSTROEM)
O1 -1.27428 3.09986 0.97172
C1 -1.38034 3.86486 -0.27599
C2 -2.35520 4.89786 0.21667
H1 -1.80983 3.26691 -1.08584
H2 -0.39702 4.27192 -0.54113
C3 -2.13227 4.16050 1.54576
H3 -3.35830 4.77328 -0.19735
H4 -2.00728 5.92772 0.19040
C4 -3.43472 3.61489 2.09016
H5 -3.87839 2.92139 1.36489
H6 -4.14740 4.43460 2.25203
H7 -3.26584 3.11980 3.05029
C5 -1.35476 5.01003 2.53732
H8 -0.44360 5.39940 2.06705
H9 -1.08643 4.41113 3.41412
H10 -1.97172 5.85657 2.86657
Ir1 0.26186 0.56618 1.77861
C6 2.23474 0.38598 2.56903
C7 2.24838 -0.20293 1.25096
C8 1.98958 0.84334 0.30946
H11 2.38747 -1.25461 0.99977
C9 1.75653 2.05880 1.02755
C10 1.93366 1.78145 2.42645
H12 1.84417 2.50204 3.22923
H13 2.41965 -0.13794 3.49734
H14 1.96650 0.71996 -0.76831
H15 1.53583 3.03536 0.61667
C11 -0.44997 -1.27335 2.79451
C12 -0.86904 -0.07448 3.47809
C13 -1.72272 0.65923 2.58010
H16 -0.59754 0.21643 4.48943
C14 -1.79332 -0.06509 1.33201
C15 -1.03381 -1.27384 1.48839
H17 -0.87806 -2.05424 0.74166
H18 0.19823 -2.04672 3.19608
H19 -2.21199 1.59301 2.80937
H20 -2.33136 0.25207 0.44043
O2 -1.90516 1.20011 -3.32272
C16 -1.03149 1.16091 -2.17699
C17 0.30676 1.84400 -2.48567
H21 -0.90198 0.11948 -1.82789
H22 -1.55167 1.66611 -1.34331
C18 0.11387 2.45450 -3.89378
H23 1.11139 1.09510 -2.51523
H24 0.53410 2.58612 -1.70757
C19 -1.22557 1.88441 -4.41392
H25 0.94892 2.19885 -4.55541
H26 0.01798 3.55068 -3.83205
H27 -1.07696 1.14766 -5.22516
H28 -1.87015 2.67969 -4.83106
C20 0.90875 -2.66157 -4.20395
C21 0.15294 -1.89984 -3.30072
C22 0.28162 -2.11462 -1.93308
C23 1.15878 -3.11134 -1.42470
C24 1.87416 -3.90577 -2.36581
C25 1.76239 -3.66659 -3.73008
N1 1.30133 -3.22615 -0.06671
C26 1.50383 -4.42494 0.55030
C27 1.08221 -5.68125 0.01246
C28 1.34587 -6.86270 0.69492
C29 2.01251 -6.84080 1.92644
C30 2.41370 -5.61298 2.48422
C31 2.14505 -4.42345 1.82321
H29 0.81342 -2.45735 -5.27401
H30 -0.54547 -1.13485 -3.64031
H31 -0.28242 -1.54986 -1.19197
H32 2.52306 -4.70184 -1.99919
H33 2.33994 -4.26503 -4.43774
H34 0.55398 -5.68320 -0.94047
H35 1.02133 -7.80348 0.25441
H36 2.21484 -7.77522 2.45134
H37 2.93486 -5.58999 3.44267
H38 2.42187 -3.45618 2.24606

Cartesian forces, eV/Å:
O -0.7609 1.1642 -0.6769
C 0.8152 -0.4247 -1.4001
C 0.3098 -0.5256 0.4249
H 0.4573 0.2349 0.2004
H -0.1609 -0.1750 -0.1429
C -0.8932 0.9058 1.1246
H 0.1810 0.2066 0.1101
H -0.1589 -0.0407 -0.0035
C 0.0970 -0.0782 0.2337
H 0.0652 0.0517 0.2347
H 0.2354 -0.1559 -0.0092
H -0.2950 0.0120 -0.0373
C -0.0673 -0.2881 0.0628
H -0.1493 -0.0642 0.1408
H 0.0597 0.1209 -0.0371
H 0.1521 -0.2014 -0.0710
Ir -2.6256 5.2476 -3.8438
C 1.9438 -0.0995 0.1318
C 1.6219 -0.1304 -0.3530
C 1.5448 -0.2855 -0.2575
H 0.0439 0.3768 0.0509
C 1.4178 -0.0679 0.1481
C 1.4503 0.2520 0.3651
H 0.0435 -0.1329 -0.0956
H 0.0782 0.1306 -0.1207
H -0.1108 -0.0296 0.3541
H -0.1735 -0.2249 0.0090
C -1.0188 -1.1596 0.8711
C -1.2608 -0.9218 1.0183
C -1.2255 -1.3806 0.8044
H -0.2452 -0.1152 -0.2606
C -1.1761 -1.0083 1.0044
C -0.5678 -1.0378 -0.0116
H -0.0878 0.3636 0.3684
H -0.2126 0.1704 -0.0976
H 0.2702 -0.1280 -0.1721
H 0.2516 -0.0389 0.2608
O 1.2630 0.6352 0.0083
C -0.7481 -0.3167 0.6032
C -0.1643 -0.3849 -0.3766
H -0.0460 0.4427 -0.4822
H 0.2232 -0.3769 -0.4202
C -0.4367 0.3528 0.2210
H -0.2362 0.2570 -0.0116
H 0.0834 -0.1719 -0.3922
C -0.1144 -0.4887 -0.2935
H -0.2404 0.1785 0.1332
H 0.2495 -0.3865 -0.0471
H 0.0334 0.2536 0.3417
H 0.1305 -0.3812 0.4158
C -0.1365 0.1346 0.0786
C 0.1196 -0.1729 0.3296
C 0.6025 -0.3337 0.1780
C -0.2108 -0.2915 -0.9757
C -0.1676 0.0707 0.2366
C -0.1919 0.2252 -0.0314
N -0.0609 0.0451 0.4648
C 0.1332 -0.5451 -0.1173
C 0.3506 0.2961 0.1625
C -0.0713 0.2883 -0.0149
C 0.0523 0.2389 -0.0759
C -0.1354 -0.0248 -0.1353
C -0.2787 -0.1009 -0.1891
H 0.0975 -0.1834 0.3773
H 0.1699 -0.2121 -0.1038
H 0.1320 -0.0751 -0.3174
H -0.0580 0.3114 -0.1065
H -0.1773 0.1840 0.2533
H 0.0866 -0.0983 0.2765
H 0.0741 0.1500 0.1870
H -0.0434 0.2978 -0.1407
H -0.1737 -0.0486 -0.2777
H 0.0412 -0.2914 -0.0863